Computed, not measured: a structure of composition C67H65BrF3N6OSbSn, with ωB97M-V with the def2-TZVPD basis set.

The calculation puts the LUMO energy at -6.272 eV. Its energy above the lowest of the compared OMol25 structures with the same formula, charge and spin is 0.000 eV. As for the HOMO-LUMO gap: 5.4 eV. As for the multiplicity: 1. As for the charge: +2.

Last column: Löwdin charge in e.
Geometry (Å):
Sn  -0.395  -1.153  0.106  1.379
C  2.301  3.475  1.459  -0.059
C  2.937  2.076  1.526  -0.361
C  4.148  2.077  2.468  -0.031
C  3.325  1.630  0.120  -0.141
C  4.215  2.457  -0.562  -0.042
C  4.622  2.189  -1.851  -0.051
C  4.095  1.091  -2.505  -0.030
C  3.204  0.231  -1.874  -0.139
C  2.782  -1.019  -2.626  -0.381
C  3.867  -2.092  -2.488  -0.038
C  2.516  -0.722  -4.107  -0.068
C  2.832  0.473  -0.535  -0.180
N  2.051  -0.506  0.182  -0.012
C  2.712  -1.045  1.154  -0.107
C  2.310  -1.952  2.199  -0.185
C  3.397  -2.657  2.776  -0.050
C  3.256  -3.500  3.841  -0.075
C  1.985  -3.636  4.415  -0.048
C  0.919  -2.931  3.917  -0.010
C  1.019  -2.082  2.780  -0.270
N  -0.112  -1.439  2.319  -0.118
C  -1.044  -1.037  3.339  -0.194
C  -2.352  -1.566  3.411  -0.142
C  -3.146  -1.281  4.518  -0.033
C  -2.695  -0.479  5.546  -0.050
C  -1.435  0.079  5.453  -0.032
C  -0.611  -0.161  4.362  -0.140
C  0.680  0.626  4.268  -0.367
C  0.363  2.128  4.261  -0.049
C  1.671  0.301  5.389  -0.031
C  -2.877  -2.575  2.413  -0.382
C  -4.271  -2.196  1.907  -0.039
C  -2.903  -3.984  3.020  -0.032
H  2.155  3.880  2.459  0.086
H  1.326  3.425  0.961  0.022
H  2.935  4.173  0.911  0.067
H  2.198  1.393  1.933  0.092
H  4.864  2.853  2.185  0.087
H  4.665  1.116  2.445  0.084
H  3.832  2.268  3.496  0.076
H  4.627  3.321  -0.052  0.118
H  5.351  2.825  -2.339  0.117
H  4.420  0.874  -3.515  0.117
H  1.864  -1.391  -2.169  0.064
H  4.830  -1.689  -2.810  0.092
H  3.639  -2.961  -3.111  0.081
H  3.969  -2.423  -1.450  0.076
H  3.449  -0.601  -4.660  0.082
H  1.932  0.194  -4.221  0.076
H  1.966  -1.537  -4.576  0.059
H  3.782  -0.824  1.197  0.139
H  4.382  -2.518  2.339  0.121
H  4.110  -4.028  4.244  0.112
H  1.844  -4.284  5.273  0.119
H  -0.052  -3.039  4.380  0.117
H  -4.131  -1.730  4.597  0.114
H  -3.316  -0.297  6.414  0.113
H  -1.077  0.715  6.257  0.117
H  1.156  0.393  3.319  0.090
H  -0.217  2.418  5.138  0.082
H  -0.211  2.396  3.368  0.073
H  1.289  2.703  4.270  0.067
H  1.253  0.549  6.369  0.086
H  2.588  0.885  5.259  0.075
H  1.944  -0.755  5.388  0.073
H  -2.199  -2.605  1.568  0.045
H  -4.982  -2.108  2.729  0.084
H  -4.649  -2.962  1.222  0.084
H  -4.252  -1.240  1.378  0.075
H  -3.670  -4.058  3.793  0.090
H  -1.939  -4.237  3.468  0.076
H  -3.126  -4.728  2.248  0.074
C  -4.580  1.513  -0.988  -0.025
C  -3.330  1.020  -0.607  -0.150
N  -2.991  -0.256  -0.662  0.033
C  -3.919  -1.148  -1.078  -0.182
C  -5.209  -0.747  -1.476  -0.133
C  -5.520  0.622  -1.436  0.021
C  -6.176  -1.721  -1.887  -0.003
C  -5.859  -3.028  -1.925  0.000
C  -4.561  -3.479  -1.516  -0.141
C  -4.230  -4.845  -1.507  0.019
C  -3.024  -5.242  -0.994  -0.016
C  -2.158  -4.261  -0.505  -0.165
N  -2.404  -2.966  -0.569  0.000
C  -3.597  -2.561  -1.061  -0.199
H  -4.792  2.572  -0.914  0.105
H  -2.590  1.708  -0.209  0.079
H  -6.508  0.953  -1.737  0.131
H  -7.169  -1.379  -2.154  0.126
H  -6.582  -3.767  -2.251  0.128
H  -4.941  -5.567  -1.894  0.131
H  -2.746  -6.286  -0.950  0.121
H  -1.216  -4.547  -0.052  0.110
C  3.294  -6.011  0.333  -0.022
C  2.340  -5.281  -0.571  -0.227
C  2.129  -5.661  -1.892  0.008
C  1.252  -4.944  -2.691  -0.082
C  0.632  -3.841  -2.140  -0.737
Br  -0.571  -2.838  -3.216  0.812
N  0.813  -3.440  -0.887  -0.038
C  1.646  -4.165  -0.123  -0.075
H  3.458  -7.031  -0.012  0.087
H  2.931  -6.039  1.360  0.085
H  4.261  -5.500  0.341  0.093
H  2.640  -6.527  -2.299  0.133
H  1.055  -5.230  -3.715  0.113
H  1.745  -3.837  0.904  0.104
F  -4.164  7.074  0.893  0.116
C  -3.303  6.252  0.315  -0.265
C  -3.672  5.626  -0.865  0.018
C  -2.779  4.753  -1.462  -0.117
C  -1.534  4.534  -0.874  -0.339
C  -1.182  5.174  0.316  -0.101
C  -2.073  6.046  0.915  0.026
Sb  -0.194  3.206  -1.811  1.775
C  -1.197  2.511  -3.533  -0.356
C  -1.662  1.201  -3.628  -0.112
C  -2.288  0.782  -4.788  0.019
C  -2.444  1.687  -5.824  -0.265
F  -3.017  1.278  -6.944  0.114
C  -2.023  3.004  -5.733  0.026
C  -1.383  3.416  -4.576  -0.119
C  1.508  4.277  -2.450  -0.338
C  1.978  4.117  -3.749  -0.109
C  3.072  4.853  -4.166  0.020
C  3.683  5.709  -3.263  -0.268
F  4.747  6.394  -3.657  0.112
C  3.230  5.872  -1.965  0.023
C  2.125  5.146  -1.553  -0.118
H  -4.641  5.832  -1.302  0.134
H  -3.050  4.254  -2.385  0.098
H  -0.221  4.993  0.785  0.088
H  -1.826  6.569  1.830  0.135
H  -1.530  0.498  -2.810  0.071
H  -2.649  -0.232  -4.904  0.128
H  -2.195  3.685  -6.557  0.135
H  -1.029  4.440  -4.496  0.116
H  1.492  3.437  -4.441  0.103
H  3.454  4.776  -5.176  0.135
H  3.731  6.566  -1.301  0.137
H  1.751  5.272  -0.544  0.084
O  -0.269  1.960  0.691  -0.079
N  0.113  1.608  -0.316  -0.181